ORCA calculation (ωB97M-V/def2-TZVPD) on a molecular structure, C12H12N2O2S2 in a non-equilibrium geometry.

Each line ends with the natural charge from an NBO analysis.
Positions of all 30 atoms, in Å:
C: 3.06239 -0.29167 4.43979  -0.634
C: 2.74257 -0.24669 2.95393  -0.077
H: 3.48958 -0.80909 2.38495  0.203
H: 2.68889 0.78129 2.59056  0.196
O: 1.44814 -0.79723 2.68549  -0.516
C: 1.35513 -2.11886 2.55772  0.781
O: 2.26991 -2.88892 2.65212  -0.584
C: -0.07012 -2.51826 2.22904  -0.630
H: -0.79412 -1.82746 2.65778  0.243
H: -0.25260 -3.54143 2.55209  0.263
S: -0.27545 -2.54398 0.40985  0.365
C: -0.49578 -0.87081 0.05375  -0.143
N: -0.62825 -0.43642 -1.15528  -0.492
C: -0.84298 0.90153 -1.15633  0.333
N: -0.87790 1.50339 0.01118  -0.645
S: -0.63806 0.44955 1.22056  0.620
C: -1.02476 1.62485 -2.40209  -0.038
C: -0.98169 0.93808 -3.61427  -0.186
C: -1.15680 1.62415 -4.80055  -0.217
C: -1.37510 2.99279 -4.78871  -0.199
C: -1.41848 3.67856 -3.58445  -0.217
C: -1.24464 3.00153 -2.39338  -0.183
H: -1.27604 3.51889 -1.44709  0.230
H: -1.58893 4.74513 -3.57691  0.214
H: -1.51183 3.52581 -5.71823  0.213
H: -1.12368 1.09107 -5.73935  0.214
H: -0.81145 -0.12717 -3.60474  0.232
H: 4.01968 0.18886 4.61858  0.220
H: 2.29286 0.22706 5.00630  0.211
H: 3.11827 -1.32348 4.77811  0.223

Summary:
Relative energy (zero: lowest compared OMol25 entry of this formula, charge and spin) in eV: 0.000
M in g/mol: 280.37
HOMO level in eV: -8.51
Total charge: 0